# 1
{
  "formula": "CH9N5",
  "method": "wB97M-V/def2-TZVPD",
  "symbols": ["C", "N", "N", "N", "N", "N", "H", "H", "H", "H", "H", "H", "H", "H", "H"],
  "xyz": [[-8.7921, 0.9405, -0.3223], [-8.0585, -0.0248, 0.1241], [10.1344, 0.9988, 0.8174], [9.7273, -0.8488, -0.3637], [-6.6830, -0.0619, 0.0456], [9.6468, 0.4641, -0.1691], [-8.1556, 1.8320, -0.6803], [-9.8755, 0.8902, -0.2234], [-8.2540, -0.8844, 0.6689], [10.6009, 0.4300, 1.4613], [10.0054, -1.3216, 0.5170], [9.3605, -1.4576, -1.1286], [-6.1595, -1.0390, 0.2020], [-6.2680, 0.7494, -0.3088], [9.1425, 0.9041, -1.1932]],
  "nbo_charge": [-0.19, -0.31, -0.21, -0.57, -0.29, 0.05, 0.21, 0.26, 0.43, 0.37, 0.41, 0.46, 0.47, 0.42, 0.49],
  "total_charge": 2,
  "homo_lumo_gap_ev": [6.361, 8.527],
  "spin_multiplicity": 3
}

=====

# 2
{
  "formula": "CH9N6",
  "method": "wB97M-V/def2-TZVPD",
  "symbols": ["C", "N", "N", "N", "N", "N", "N", "H", "H", "H", "H", "H", "H", "H", "H", "H"],
  "xyz": [[1.5416, 0.0176, -0.0211], [0.9765, 1.2019, -0.2682], [0.7013, -1.0242, 0.1610], [2.9160, -0.0162, -0.0592], [-1.4952, -0.0275, 0.8545], [-2.9497, -0.3407, -0.8211], [-2.6687, 0.0592, 0.4105], [-0.3138, -0.6818, 0.2736], [0.8753, -1.9912, 0.3613], [3.3167, 0.8733, 0.4461], [3.3817, -0.8082, 0.2834], [0.0323, 1.2692, 0.0468], [-1.5329, 0.4998, 1.7682], [-3.8842, 0.0042, -1.1650], [-2.3688, -0.9068, -1.4110], [1.4718, 1.8716, -0.8599]],
  "nbo_charge": [0.68, -0.80, -0.80, -0.78, -0.55, -0.57, 0.10, 0.40, 0.43, 0.42, 0.41, 0.42, 0.38, 0.42, 0.39, 0.44],
  "total_charge": 1,
  "homo_lumo_gap_ev": 10.929,
  "spin_multiplicity": 1
}

=====

# 3
{
  "formula": "CH9NO3",
  "method": "wB97M-V/def2-TZVPD",
  "symbols": ["N", "C", "O", "H", "H", "H", "H", "H", "O", "H", "H", "O", "H", "H"],
  "xyz": [[-0.3250, 0.0332, -1.7068], [0.4303, 1.3357, -1.4471], [1.7914, 1.1117, -1.6211], [-0.2539, -0.2843, -2.5804], [-0.6250, -0.5558, -0.8765], [-0.0471, 2.1239, -1.9875], [0.0983, 1.5327, -0.3930], [2.2812, 1.6773, -0.9816], [0.1503, -2.1230, 0.6694], [0.0829, -1.4392, 1.3029], [0.8503, -2.7176, 0.9927], [-1.1173, -0.1170, 2.9026], [-1.8493, 0.2677, 2.3759], [-1.4671, -0.8454, 3.3506]],
  "nbo_charge": [-0.90, 0.09, -0.72, 0.36, 0.40, 0.15, 0.14, 0.47, -0.95, 0.48, 0.47, -0.95, 0.48, 0.47],
  "total_charge": 0,
  "smiles": "NCO.O.O",
  "homo_lumo_gap_ev": 9.266,
  "spin_multiplicity": 1
}

=====

# 4
{
  "formula": "CH9NO3",
  "method": "wB97M-V/def2-TZVPD",
  "symbols": ["C", "N", "H", "H", "H", "O", "H", "H", "O", "H", "H", "O", "H", "H"],
  "xyz": [[-0.3682, 1.7004, 1.9160], [0.1073, 0.5844, 1.5929], [0.2318, 2.6082, 1.5312], [-1.3872, 1.7995, 2.3860], [-0.4303, -0.3355, 1.6870], [-0.6939, -1.9966, 0.6411], [-0.3547, -1.8472, -0.3034], [-0.5708, -2.9575, 0.7833], [0.8576, 1.2021, -1.3069], [0.0068, 1.4946, -1.0348], [1.2766, 1.1843, -0.4344], [0.0722, -1.1725, -2.3495], [0.5863, -0.4472, -2.2049], [0.6665, -1.8168, -2.9036]],
  "nbo_charge": [-0.07, -0.66, 0.16, 0.16, 0.40, -0.98, 0.51, 0.48, -0.95, 0.47, 0.49, -0.96, 0.49, 0.47],
  "total_charge": 0,
  "smiles": "C=N.O.O.O",
  "homo_lumo_gap_ev": 10.528,
  "spin_multiplicity": 1
}

=====

# 5
{
  "formula": "CH9NO5",
  "method": "wB97M-V/def2-TZVPD",
  "symbols": ["N", "C", "O", "O", "H", "H", "H", "O", "H", "H", "O", "H", "H", "O", "H", "H"],
  "xyz": [[-0.1973, -0.9197, -1.6646], [0.1241, 0.3876, -1.3519], [-0.4401, 1.3796, -1.8091], [1.2558, 0.4846, -0.5467], [0.2741, -1.6200, -1.1352], [-0.9730, -1.1757, -2.1623], [1.6375, -0.4286, -0.3954], [-0.8413, -0.4397, 1.6796], [-0.8547, 0.1136, 2.5696], [-1.0984, 0.2854, 1.0502], [-1.0432, 2.8687, 0.4645], [-1.3988, 2.4800, -0.3091], [-0.1889, 2.4585, 0.6138], [1.5022, -1.8966, 0.6119], [0.6192, -1.4576, 0.9861], [1.6229, -2.5202, 1.3986]],
  "nbo_charge": [-0.85, 0.88, -0.65, -0.71, 0.40, 0.40, 0.51, -0.97, 0.50, 0.49, -0.95, 0.49, 0.47, -1.01, 0.52, 0.50],
  "total_charge": 0,
  "smiles": "NC(=O)O.O.O.O",
  "homo_lumo_gap_ev": 10.977,
  "spin_multiplicity": 1
}

=====

# 6
{
  "formula": "CH9O3S",
  "method": "wB97M-V/def2-TZVPD",
  "symbols": ["C", "S", "H", "H", "H", "H", "H", "O", "H", "H", "O", "H", "H", "O"],
  "xyz": [[0.4206, -1.2704, -0.9863], [0.0283, -0.6482, 0.7017], [1.2985, -0.7805, -1.3926], [0.5718, -2.3379, -0.9455], [-0.3790, -0.9841, -1.6681], [-3.1572, -1.5067, 2.2020], [-2.3187, -1.5974, 0.9378], [-3.2317, -1.7104, 1.2602], [-0.2659, 3.6064, 0.5374], [-1.6670, 3.6413, 1.1197], [-1.0647, 4.1489, 0.5675], [3.2388, 0.4114, -0.2866], [2.9318, -0.8343, -1.0470], [3.5945, -0.1381, -1.0002]],
  "nbo_charge": [-0.73, -0.75, 0.15, 0.18, 0.19, 0.45, 0.51, -0.99, 0.48, 0.47, -0.95, 0.48, 0.48, -0.96],
  "total_charge": -1,
  "homo_lumo_gap_ev": 6.701,
  "spin_multiplicity": 1
}